A molecular structure, C29H49BrCuN2OP2 at a distorted geometry, computed with ωB97M-V with the def2-TZVPD basis set.

## Properties
* E_tot: -169139.9261 eV
* ΔE to the lowest compared entry with this formula, charge and spin: 4.0 kJ/mol
* F_max: 2.92 eV/Å

Geometry as ORCA input:
```
! wB97M-V def2-TZVPD RIJCOSX def2/J DEFGRID3
* xyz 2 2
N 5.38680 -3.00085 -8.01419
C 5.15788 -3.94678 -7.08635
C 4.58318 -3.62091 -5.85118
C 4.09158 -2.32583 -5.60961
C 4.32861 -1.33631 -6.61961
C 4.99218 -1.73234 -7.79537
C 3.31735 -2.04617 -4.40357
Cu 0.34691 -0.35302 0.80290
P -5.48109 1.11010 1.36748
C 2.46379 -1.00004 -4.25559
C 1.54192 -0.90480 -3.14297
C 0.40301 -0.07056 -3.32457
C -0.55646 -0.05461 -2.33191
C -0.32660 -0.78485 -1.14666
C 0.60399 -1.82636 -1.05218
C 1.65795 -1.75529 -2.01412
Br -2.16165 -0.43530 -0.28924
H 3.34151 -2.84086 -3.65164
H 2.37369 -0.26641 -5.06840
H 4.47888 -4.39003 -5.08197
H 3.99542 -0.31879 -6.51825
H 5.45248 -4.96740 -7.32034
H 5.20609 -0.98925 -8.58520
H 0.20369 0.48471 -4.24442
H 2.52292 -2.43472 -1.94814
H -1.48975 0.52602 -2.49833
H 0.55025 -2.67546 -0.33536
P 0.78132 1.74413 0.80675
C -5.58673 -0.66595 0.84816
C -6.90486 -0.97940 0.08824
H -5.57284 -1.25886 1.79037
H -4.67534 -0.93090 0.26402
H -6.95117 -2.05186 -0.16087
H -7.78176 -0.74123 0.70770
H -6.98351 -0.40179 -0.84411
C -4.79014 2.09762 -0.01374
C -5.36623 3.52775 -0.07792
H -5.03643 1.56082 -0.94278
H -3.68626 2.12087 0.08787
H -5.07218 3.98844 -1.02968
H -6.46154 3.52841 -0.03139
H -4.98942 4.16407 0.73342
C -4.18586 1.28870 2.66403
C -4.77433 1.08769 4.08375
H -3.84545 2.32469 2.53679
H -3.34728 0.60183 2.51493
H -4.01802 1.42237 4.81322
H -5.70162 1.65279 4.26478
H -4.98100 0.02328 4.26514
C 0.93977 2.22266 2.54601
C 1.95329 3.30830 2.88218
H 1.10156 1.28892 3.12600
H -0.07731 2.57479 2.82973
H 2.97566 2.92648 2.94072
H 1.92431 4.13004 2.15965
H 1.69025 3.72468 3.86009
C -0.30966 3.04163 0.18174
C -0.01783 3.48889 -1.23940
H -0.20438 3.89324 0.88679
H -1.33003 2.62683 0.27651
H 0.94634 4.03380 -1.31619
H 0.01007 2.64365 -1.96340
H -0.80881 4.18116 -1.55904
C 2.40952 1.95024 0.01426
C 3.40822 1.00805 0.69933
H 2.69884 3.00354 0.06882
H 2.29066 1.68159 -1.04481
H 4.10931 0.59627 -0.05015
H 4.00163 1.52709 1.46775
H 2.91457 0.15331 1.19120
C 2.07225 -3.26159 5.05456
N 1.25800 -2.22944 4.41250
C 0.12083 -1.70009 5.18536
C 1.39449 -1.88745 3.11730
C 2.43524 -2.55978 2.28481
O 0.58161 -1.02583 2.66288
H 1.76919 -3.33679 6.09612
H 3.14505 -3.00436 5.02089
H 1.94283 -4.25149 4.58382
H 0.15766 -0.58983 5.17988
H -0.83888 -2.04770 4.73849
H 0.21601 -2.07862 6.19592
H 1.99717 -3.46356 1.82426
H 2.74875 -1.87561 1.46137
H 3.31993 -2.84035 2.87413
*
```



8 unconnected molecules or ions with the total composition C32H88N8O8 at a distorted geometry, computed with ωB97M-V with the def2-TZVPD basis set.

## Properties
* E_tot: -62894.0399 eV
* ΔE to the lowest compared entry with this formula, charge and spin: 336.8 kJ/mol
* F_max: 3.37 eV/Å

Geometry as ORCA input:
```
! wB97M-V def2-TZVPD RIJCOSX def2/J DEFGRID3
* xyz 1 2
C 2.32155 -0.86614 -4.55376
C 1.24768 -0.75969 -5.67222
C 1.50120 0.36292 -6.76832
O 1.45031 1.67431 -6.21131
C 0.29758 2.14585 -5.65405
N 1.20200 -2.04307 -6.33757
H 3.35835 -0.91005 -4.88725
H 2.30172 -1.68427 -3.83378
H 2.21254 -0.01831 -3.87745
H 0.27221 -0.60611 -5.21073
H 0.83765 0.16289 -7.60962
H 2.40662 0.11827 -7.32371
H -0.48178 2.19754 -6.41433
H 0.36360 3.17678 -5.30631
H -0.07325 1.46536 -4.88756
H 0.93756 -2.83499 -5.76921
H 2.08035 -2.25137 -6.79059
C 1.18903 0.88529 -1.23264
C 0.40712 0.89337 0.03691
C -0.77989 -0.16061 0.15016
O -1.12091 -0.46131 1.48827
C -2.53361 -0.15476 1.76728
N 1.41398 0.59489 1.09662
H 1.90480 1.70502 -1.29445
H 0.53827 1.00413 -2.09895
H 1.71687 -0.05163 -1.41061
H 0.14778 1.91333 0.32067
H -0.58998 -1.11333 -0.34416
H -1.65562 0.09954 -0.44442
H -3.21098 -0.84878 1.26967
H -2.80715 0.89963 1.72818
H -2.57360 -0.47259 2.80914
H 0.92878 0.49197 1.97644
H 1.91152 -0.24066 0.82383
C -1.88142 0.93625 5.77781
C -1.84120 1.86196 7.03147
C -2.01893 1.14463 8.40254
O -3.39193 0.70514 8.64584
C -3.40422 -0.23177 9.72349
N -0.55890 2.50443 6.78561
H -1.12765 0.15089 5.83383
H -1.88349 1.42302 4.80254
H -2.83948 0.41861 5.73011
H -2.56937 2.66664 6.92970
H -1.63726 1.71008 9.25266
H -1.37759 0.27326 8.27030
H -4.41907 -0.44541 10.05895
H -2.98090 0.29594 10.57814
H -2.79944 -1.13290 9.62196
H -0.83329 3.27162 6.18877
H -0.24967 2.92083 7.65227
C -5.39587 -3.63057 -1.79479
C -5.38454 -3.82064 -0.27466
C -4.86810 -5.18275 0.31470
O -5.33265 -5.25466 1.66055
C -4.81453 -6.42389 2.22354
N -4.84447 -2.66338 0.37635
H -6.06855 -2.84907 -2.14815
H -5.80458 -4.54665 -2.22123
H -4.39799 -3.69657 -2.22836
H -6.45135 -3.80032 -0.05193
H -3.78461 -5.07059 0.27508
H -4.94410 -6.03616 -0.35910
H -4.78108 -7.35258 1.65387
H -5.36489 -6.72228 3.11583
H -3.75579 -6.16741 2.26067
H -3.89655 -2.47692 0.08177
H -4.87348 -2.98595 1.33302
C -0.10944 -4.06605 0.57706
C -0.39539 -5.05157 1.67241
C -1.17784 -4.23980 2.67535
O -1.13618 -5.00133 3.86529
C -1.74136 -4.39420 4.94331
N -1.25470 -6.12846 1.28215
H 0.21241 -4.50142 -0.36896
H 0.65476 -3.38339 0.94865
H -0.93324 -3.41706 0.27996
H 0.54604 -5.31511 2.15443
H -2.17406 -3.95700 2.33524
H -0.79558 -3.22415 2.77748
H -2.79840 -4.19152 4.77104
H -1.31793 -3.40537 5.11942
H -1.73393 -5.03388 5.82584
H -1.29680 -6.56329 2.19278
H -2.08232 -5.57680 1.45770
C -3.20340 3.46286 2.84554
C -4.30449 4.17996 1.99912
C -5.11736 3.33137 1.06062
O -6.16262 4.08589 0.48475
C -7.47758 3.49044 0.53281
N -5.14159 4.74267 3.04199
H -2.80333 4.12271 3.61536
H -2.38271 3.29914 2.14713
H -3.49499 2.53493 3.33749
H -3.94453 5.07727 1.49576
H -5.47582 2.42404 1.54679
H -4.48535 2.91866 0.27428
H -7.59666 2.40698 0.53891
H -8.04880 3.76103 -0.35522
H -8.07853 3.80229 1.38704
H -5.91412 5.10542 2.50189
H -5.71418 4.05640 3.51238
C 5.66174 1.55372 -7.96965
C 5.91554 2.27870 -6.64761
C 4.63136 2.13815 -5.70274
O 5.00582 2.56374 -4.39725
C 3.90102 3.12716 -3.72626
N 7.04692 1.60860 -6.05490
H 5.04950 2.14518 -8.65041
H 5.10183 0.63874 -7.77619
H 6.63048 1.30308 -8.40187
H 6.19918 3.32551 -6.75640
H 4.30069 1.10664 -5.58123
H 3.80853 2.69759 -6.14779
H 3.28741 3.92278 -4.14885
H 4.22014 3.36698 -2.71199
H 3.19415 2.31870 -3.53963
H 7.11203 1.75248 -5.05733
H 6.86029 0.61696 -6.09883
C 9.26579 1.97130 -1.35662
C 7.71909 1.88458 -1.55507
C 6.94295 2.73807 -0.47393
O 5.59665 2.48103 -0.27413
C 5.27725 1.12524 -0.07172
N 7.44617 2.38441 -2.90687
H 9.50105 3.01515 -1.56430
H 9.74384 1.17409 -1.92585
H 9.57535 1.80249 -0.32523
H 7.34173 0.87881 -1.37034
H 7.05433 3.78442 -0.75826
H 7.47370 2.69412 0.47711
H 4.96970 0.71047 -1.03165
H 4.46860 1.22380 0.65248
H 6.01682 0.54923 0.48447
H 6.49438 2.26828 -3.22420
H 7.52071 3.39157 -2.92007
*
```



A molecular structure, C6H7N3O2 at a distorted geometry, computed with ωB97M-V with the def2-TZVPD basis set.

## Properties
* E_tot: -14900.5318 eV
* ΔE to the lowest compared entry with this formula, charge and spin: 0.0 kJ/mol
* F_max: 5.22 eV/Å

Geometry as ORCA input:
```
! wB97M-V def2-TZVPD RIJCOSX def2/J DEFGRID3
* xyz 0 1
C 1.35619 -1.04720 -0.04374
C 0.26932 -0.04789 -0.06620
C 2.26508 1.05886 0.00822
C 1.26599 -2.37614 -0.07623
C -1.03770 -0.26792 -0.08521
C -2.22741 1.21226 -0.01544
N 2.51888 -0.29790 0.01706
N 0.89957 1.18122 -0.04532
N -3.46923 0.78066 0.16371
O 3.08461 1.94078 0.04128
O -1.80566 2.32412 -0.11671
H 2.13740 -3.00414 -0.05018
H 0.31149 -2.86343 -0.12845
H -1.51654 -1.22373 -0.10008
H 3.44324 -0.68826 0.05314
H 0.40379 2.05779 -0.05399
H -3.68455 -0.19493 0.25258
H -4.21447 1.45585 0.24556
*
```



A molecular structure, H10KO5, computed with ωB97M-V with the def2-TZVPD basis set.

## Properties
* E_tot: -26721.2689 eV
* ΔE to the lowest compared entry with this formula, charge and spin: 11.2 kJ/mol
* F_max: 0.56 eV/Å

Geometry as ORCA input:
```
! wB97M-V def2-TZVPD RIJCOSX def2/J DEFGRID3
* xyz 1 1
K 0.09575 0.32059 -0.25792
O 0.84253 -0.63170 -2.92974
H 0.27896 -1.39500 -3.05620
H 1.42776 -0.63736 -3.68717
O 2.89379 1.15120 -0.44070
H 3.22607 1.95495 -0.04093
H 3.58130 0.50367 -0.28489
O -2.48570 -0.27651 -0.99918
H -3.04789 -0.64891 -0.31985
H -2.88696 -0.55539 -1.82226
O 0.40504 1.57065 2.38233
H 1.22487 1.55651 2.87619
H -0.25294 1.25230 3.00035
O -1.54298 -1.07992 1.77610
H -2.49638 -1.14328 1.71904
H -1.26324 -1.94173 2.08475
*
```